1.
{
  "formula": "C36H41F14N4O6S",
  "method": "wB97M-V/def2-TZVPD",
  "homo_lumo_gap_ev": 8.40,
  "charge": 1,
  "homo_ev": -11.38,
  "elements": ["C", "C", "O", "C", "N", "C", "C", "O", "C", "C", "N", "C", "C", "C", "C", "C", "F", "F", "C", "F", "F", "S", "F", "F", "F", "F", "F", "C", "C", "C", "N", "C", "F", "F", "C", "C", "C", "C", "C", "C", "F", "F", "F", "C", "N", "H", "H", "H", "H", "H", "H", "H", "H", "H", "H", "H", "H", "H", "H", "H", "H", "H", "H", "H", "H", "H", "H", "H", "H", "H", "H", "H", "H", "H", "H", "H", "H", "H", "C", "C", "C", "O", "C", "C", "C", "O", "H", "H", "H", "H", "C", "C", "C", "O", "C", "C", "C", "O", "H", "H", "H", "H"],
  "positions_angstrom": [[-2.79764, -3.94401, -8.28037], [-2.65485, -2.90381, -7.09329], [-1.82223, -1.82589, -7.59127], [-4.06849, -2.33527, -6.64533], [-4.43291, -2.77447, -5.28173], [-4.43406, -1.67773, -4.29308], [-3.79337, -2.20913, -2.94651], [-2.40758, -1.77745, -2.88047], [-2.13304, -0.92467, -1.81013], [-3.04888, 0.33933, -1.58587], [-3.13894, 1.20651, -2.78548], [-0.66497, -0.41360, -2.17181], [-0.04189, -0.04325, -0.77256], [1.45848, 0.42913, -0.68463], [1.91016, 1.09749, -2.04538], [3.16628, 2.01639, -1.90912], [4.00607, 1.62290, -2.96438], [3.93084, 1.72531, -0.79620], [2.94096, 3.54464, -2.15436], [2.46638, 3.69519, -3.43557], [4.16569, 4.14672, -2.16180], [1.80030, 4.47744, -1.00947], [1.99106, 3.45592, 0.22588], [3.07476, 5.34856, -0.45992], [1.60311, 5.61857, -2.17579], [0.45243, 3.75236, -1.56287], [0.86341, 5.38326, -0.04799], [-0.56755, -1.15310, 0.24723], [-1.15270, -0.46224, 1.56453], [-0.07133, 0.30516, 2.40185], [0.07785, 1.55413, 2.22022], [0.37683, -2.39404, 0.51589], [-0.33753, -3.22954, 1.39594], [1.51858, -2.04281, 1.17888], [0.61288, -3.21634, -0.77435], [-0.21359, -4.40171, -1.03091], [-0.08725, -5.19396, -2.22411], [0.88416, -4.83578, -3.23266], [1.73422, -3.69855, -2.97886], [2.78624, -3.29149, -4.04067], [2.21047, -2.26775, -4.79095], [3.91282, -2.76168, -3.50484], [3.04575, -4.28609, -4.92331], [1.60433, -2.90363, -1.77176], [-1.85081, -1.56381, -0.44799], [-1.80236, -4.26108, -8.67951], [-3.37649, -3.43155, -9.10002], [-3.33364, -4.87453, -7.95650], [-2.11147, -3.41577, -6.26570], [-2.24885, -1.54306, -8.41778], [-4.81889, -2.76735, -7.36176], [-4.03664, -1.22661, -6.77620], [-5.33592, -3.24736, -5.27249], [-5.43402, -1.19603, -4.14309], [-3.75065, -0.87160, -4.67473], [-4.39626, -1.98075, -2.03319], [-3.78033, -3.32935, -3.04298], [-2.72332, 0.97739, -0.72417], [-4.10179, 0.01471, -1.35064], [-2.38516, 1.89836, -2.71126], [-3.99039, 1.76118, -2.65381], [-0.25152, -1.27492, -2.75024], [-0.71836, 0.39509, -2.94299], [-0.60659, 0.88838, -0.48792], [1.54725, 1.09336, 0.20247], [2.18110, -0.41220, -0.50966], [1.06444, 1.58846, -2.59528], [2.19075, 0.23377, -2.70980], [-1.66458, -1.24544, 2.18143], [-1.93561, 0.28408, 1.25857], [0.50104, -0.26569, 3.16462], [-0.55768, 1.88395, 1.48041], [-0.99408, -4.69263, -0.29307], [-0.76088, -6.06662, -2.33540], [1.01524, -5.38006, -4.18765], [2.30027, -2.04953, -1.65897], [-2.71379, -1.32044, 0.06729], [-2.00084, -2.57081, -0.62632], [0.02424, 3.54206, 6.29793], [1.13053, 4.13347, 6.74869], [1.51644, 5.48811, 6.28622], [2.52287, 6.02972, 6.69145], [0.62571, 6.15670, 5.30807], [-0.47848, 5.56292, 4.86033], [-0.86468, 4.20974, 5.32145], [-1.87513, 3.66801, 4.91256], [-0.27474, 2.55289, 6.62258], [1.79380, 3.65624, 7.46741], [0.92294, 7.14573, 4.98235], [-1.14003, 6.03636, 4.14555], [2.16374, 0.78787, 9.57561], [2.45902, -0.34326, 10.21232], [3.83672, -0.62396, 10.68075], [4.10670, -1.65483, 11.25876], [4.87065, 0.40311, 10.41448], [4.57410, 1.53432, 9.77745], [3.19814, 1.81351, 9.31001], [2.92706, 2.84762, 8.72981], [1.16319, 1.00987, 9.22572], [1.71553, -1.10365, 10.41576], [5.87100, 0.18190, 10.76424], [5.31684, 2.29532, 9.57377]],
  "forces_ev_per_angstrom": [[-0.216, 0.234, 0.421], [0.002, -0.414, -1.293], [-0.630, -0.420, 0.272], [0.308, -1.186, -0.656], [-0.371, 0.964, -0.019], [0.774, 0.140, 0.338], [-0.987, -1.002, -1.105], [-1.384, 0.190, 2.306], [3.296, 3.031, -2.285], [-1.241, -0.127, -0.026], [0.166, -0.018, 0.927], [-0.608, -0.652, 0.015], [-0.009, 0.627, -0.488], [0.235, -0.447, -0.237], [-0.453, -0.692, 0.387], [0.755, -2.155, -1.029], [-0.792, 0.879, 0.787], [-1.327, 0.881, -0.771], [1.880, -0.035, -1.975], [-0.015, -0.563, 1.586], [-1.421, -0.709, 0.329], [-0.109, 4.223, 1.145], [-0.389, 0.206, -1.384], [-1.377, -1.071, -0.242], [0.147, -1.237, 1.117], [1.248, -0.224, 0.628], [0.538, -1.066, -0.830], [-0.299, 2.002, 0.499], [0.852, -0.511, 0.544], [-1.193, -0.021, -0.752], [0.307, -0.700, 0.252], [-0.920, -0.988, -0.421], [0.545, 0.912, -0.624], [-1.081, 0.076, -0.836], [0.348, -1.767, -1.723], [0.648, 0.754, -0.623], [0.847, 1.398, 0.174], [0.074, 1.156, 1.512], [-0.759, -0.649, 1.173], [-1.360, 1.020, -0.431], [0.690, -0.858, 0.638], [-0.817, -0.954, -0.553], [0.267, 0.879, 1.147], [-0.500, -0.899, -0.370], [-2.502, -1.806, -0.652], [-0.757, 0.443, 0.415], [0.481, -0.676, 0.631], [0.263, 0.879, -0.296], [-0.457, 0.772, -0.350], [0.372, -0.006, 0.293], [0.553, 0.591, 0.571], [-0.134, -0.788, 0.254], [0.350, 0.226, -0.137], [0.639, -0.504, 0.052], [-0.622, -0.707, 0.489], [0.646, 0.189, -0.588], [0.099, 1.031, 0.145], [0.073, -1.055, -0.293], [0.951, 0.161, -0.081], [-0.265, -0.301, -0.328], [0.265, -0.239, -0.355], [0.230, 0.587, 0.844], [-0.024, -0.418, 1.016], [0.410, -0.833, -0.140], [0.036, -0.361, -0.787], [-0.829, 0.765, -0.002], [0.955, -0.028, 0.741], [0.044, 1.020, 0.474], [0.517, 0.553, -0.423], [0.800, -0.634, 0.154], [-0.264, 0.557, -0.579], [0.175, 0.063, 0.384], [0.819, 0.167, -0.559], [0.640, 0.696, -0.061], [-0.238, 0.247, 0.881], [-0.544, -0.707, 0.038], [0.841, -0.054, 0.590], [0.802, 0.014, 0.197], [0.133, 0.126, 0.017], [-0.022, -0.223, 0.059], [0.133, 0.067, 0.074], [-0.109, -0.033, -0.075], [-0.140, 0.070, -0.145], [0.087, 0.127, -0.021], [-0.155, -0.183, -0.009], [0.094, 0.037, -0.045], [-0.043, 0.005, -0.020], [-0.262, 0.249, -0.276], [0.029, -0.005, 0.027], [-0.027, -0.032, 0.014], [-0.066, -0.133, 0.034], [-0.171, 0.098, -0.103], [0.103, -0.202, 0.145], [-0.052, 0.099, -0.079], [0.062, 0.174, -0.077], [0.136, -0.062, 0.061], [0.013, 0.121, -0.024], [0.280, -0.357, 0.343], [0.009, 0.039, 0.008], [0.041, -0.019, 0.029], [-0.023, -0.037, 0.017], [-0.045, 0.026, -0.016]],
  "mulliken_charge": [-1.40, 0.44, -0.57, -0.70, -0.27, -0.61, -0.52, -0.37, 0.61, -1.05, -0.50, -1.89, 0.42, -0.48, -0.95, 0.68, -0.35, -0.30, 0.62, -0.25, -0.25, 1.29, -0.29, -0.32, -0.33, -0.31, -0.29, 0.03, -1.49, -0.66, -0.51, 1.35, -0.38, -0.30, 0.14, -0.69, -0.85, -0.82, -0.08, 0.86, -0.24, -0.24, -0.26, -0.37, -0.11, 0.33, 0.39, 0.35, 0.22, 0.34, 0.41, 0.28, 0.26, 0.32, 0.36, 0.36, 0.44, 0.24, 0.57, 0.21, 0.33, -0.27, 1.04, 0.41, 0.54, 0.38, 0.56, 0.12, 0.67, 0.46, 0.40, 0.24, 0.57, 0.42, 0.49, 0.65, 0.79, 0.68, -0.36, -0.38, 0.27, -0.55, -0.41, -0.45, 0.40, -0.60, 0.43, 0.84, 0.44, 0.44, -0.26, -0.38, 0.31, -0.53, -0.38, -0.38, 0.41, -0.53, 0.43, 0.41, 0.40, 0.43]
}

2.
{
  "formula": "C18H7F11N4O5PtS2Se",
  "method": "wB97M-V/def2-TZVPD",
  "e_above_lowest_kcal_mol": 12.2,
  "homo_lumo_gap_ev": 6.22,
  "charge": -2,
  "homo_ev": -2.25,
  "elements": ["Pt", "O", "C", "C", "C", "C", "C", "C", "C", "N", "C", "C", "N", "H", "H", "H", "H", "H", "H", "H", "F", "C", "F", "F", "S", "O", "O", "N", "S", "O", "O", "C", "F", "F", "F", "F", "C", "C", "C", "F", "C", "F", "C", "F", "C", "F", "Se", "C", "N"],
  "positions_angstrom": [[0.43432, 0.42038, 0.02694], [0.97926, 2.37590, -0.09849], [0.32057, 3.46670, 0.03220], [1.03391, 4.69082, 0.12356], [0.37611, 5.89133, 0.20064], [-1.02402, 5.94610, 0.19985], [-1.73155, 4.76552, 0.14058], [-1.09338, 3.52028, 0.06862], [-1.87187, 2.28858, 0.03709], [-1.47135, 1.00889, 0.00897], [-2.62043, 0.20927, 0.00425], [-3.69984, 1.01899, 0.04062], [-3.21962, 2.30680, 0.05934], [2.11438, 4.62294, 0.13269], [0.94932, 6.80958, 0.26590], [-1.54250, 6.89454, 0.25031], [-2.81524, 4.82062, 0.14983], [-2.62856, -0.88589, -0.03328], [-4.74937, 0.78880, 0.04425], [-3.76985, 3.14295, 0.08358], [2.57570, 1.98740, -2.47670], [3.49116, 1.05142, -2.26224], [4.63116, 1.45296, -2.83949], [3.09688, -0.07827, -2.83936], [3.78852, 0.79636, -0.45027], [2.60279, 0.14208, 0.09096], [4.14701, 2.07182, 0.08650], [4.94644, -0.24100, -0.62632], [5.85994, -0.82775, 0.51044], [6.73600, -1.80298, -0.07018], [6.40743, 0.14996, 1.40688], [4.72595, -1.83040, 1.57959], [5.46897, -2.65486, 2.33455], [4.01754, -1.05209, 2.39633], [3.89288, -2.56796, 0.85335], [0.23723, -1.63225, 2.47780], [0.50265, -2.27543, 1.32361], [0.47588, -1.58990, 0.12168], [0.74955, -2.34566, -1.00540], [0.73693, -1.77779, -2.22766], [1.04879, -3.69566, -0.95257], [1.30777, -4.39384, -2.07106], [1.07786, -4.33626, 0.27005], [1.37540, -5.64458, 0.34154], [0.79738, -3.62278, 1.41771], [0.81481, -4.24932, 2.60643], [-2.82724, -3.28421, -0.53677], [-4.62880, -2.93774, -0.45162], [-5.75768, -2.66223, -0.40155]],
  "forces_ev_per_angstrom": [[1.346, 0.791, -0.103], [0.189, 0.119, 0.125], [-0.152, 0.001, -0.087], [-0.048, 0.026, -0.009], [0.038, 0.020, 0.010], [-0.032, -0.004, -0.008], [0.015, -0.005, 0.018], [0.031, -0.053, 0.044], [0.208, -0.159, 0.023], [-0.642, -0.576, 0.030], [0.207, -0.071, 0.080], [-0.058, -0.126, -0.039], [-0.098, 0.041, -0.025], [-0.002, 0.002, -0.035], [-0.003, 0.001, -0.003], [-0.002, -0.003, 0.009], [0.021, 0.044, 0.014], [0.395, 0.457, -0.002], [-0.007, -0.055, -0.009], [-0.010, -0.027, -0.010], [-0.071, 0.036, 0.093], [0.033, -0.117, -0.053], [-0.017, -0.001, 0.017], [-0.001, 0.043, 0.021], [0.471, 0.177, -0.049], [-0.592, -0.183, -0.089], [-0.132, -0.005, -0.059], [-0.275, -0.085, 0.089], [0.189, -0.007, 0.057], [-0.024, 0.046, -0.038], [-0.051, -0.014, 0.014], [0.018, -0.025, 0.011], [-0.014, 0.029, 0.015], [-0.023, -0.002, -0.040], [0.016, -0.024, -0.023], [-0.005, 0.028, 0.058], [-0.042, -0.025, -0.088], [-0.674, 0.038, 0.037], [-0.059, -0.076, 0.010], [0.005, 0.000, 0.028], [-0.025, 0.013, -0.046], [0.017, 0.013, 0.020], [-0.011, -0.053, 0.004], [-0.014, 0.005, 0.002], [-0.029, -0.007, -0.009], [0.020, -0.005, 0.028], [-0.337, -0.285, -0.021], [0.242, 0.091, -0.030], [-0.011, -0.025, 0.019]],
  "mulliken_charge": [0.41, -0.49, 0.14, -0.68, -0.35, -0.86, -0.56, 0.55, 0.54, -0.09, 0.24, -0.65, 0.01, 0.48, 0.39, 0.36, 0.22, -0.47, 0.51, 0.15, -0.17, 0.65, -0.24, -0.21, 1.02, -0.22, -0.64, -0.49, 1.06, -0.67, -0.65, 0.60, -0.26, -0.21, -0.19, -0.39, 0.85, -1.70, 0.87, -0.42, 0.44, -0.37, 0.62, -0.37, 0.47, -0.37, -0.35, 0.22, -0.73]
}

3.
{
  "formula": "C3H14NO3S",
  "method": "wB97M-V/def2-TZVPD",
  "e_above_lowest_kcal_mol": 3.3,
  "homo_lumo_gap_ev": 9.95,
  "charge": 1,
  "homo_ev": -12.86,
  "elements": ["C", "O", "C", "C", "S", "N", "H", "H", "H", "H", "H", "H", "H", "H", "H", "H", "H", "H", "O", "H", "H", "O"],
  "positions_angstrom": [[-1.34253, 0.49883, 1.46983], [-2.31825, 0.80316, 0.43232], [-0.39828, -0.51225, 0.84139], [-1.15540, -1.73532, 0.33947], [-0.07623, -3.12627, -0.13801], [0.40754, 0.09835, -0.25065], [-0.82580, 1.41652, 1.74675], [-1.90230, 0.01613, 2.26376], [-2.86296, 1.51247, 0.79399], [0.26124, -0.85714, 1.64432], [-1.96120, -2.02237, 1.00257], [-1.68231, -1.48679, -0.58876], [-0.32902, -3.88705, 0.93195], [1.07637, 0.77130, 0.13733], [0.82349, -0.60263, -0.86328], [-0.25522, 0.66734, -0.78084], [2.09722, 0.76883, -3.17379], [1.10014, -0.35924, -3.36759], [1.26334, 0.43076, -2.82683], [3.26714, 2.28895, -0.35835], [2.36486, 3.08177, 0.59863], [2.44818, 2.23465, 0.14578]],
  "forces_ev_per_angstrom": [[-0.906, -0.041, -1.823], [0.693, 0.294, 0.582], [-0.246, -0.956, 1.534], [-0.139, 0.170, -1.342], [-0.224, 0.055, 0.197], [-1.215, 0.373, 0.852], [0.051, -0.056, 0.451], [0.453, 0.091, 0.570], [-0.165, -0.032, -0.321], [0.296, 0.173, -0.290], [0.178, -0.162, 0.370], [0.029, 0.188, 0.128], [0.204, -0.011, 0.078], [0.701, -0.068, -0.361], [0.370, 0.298, -0.008], [0.080, -0.069, -0.553], [-0.062, 0.107, 0.022], [-0.021, 0.334, 0.032], [0.092, -0.557, -0.193], [-0.009, -0.003, 0.058], [0.065, -0.043, -0.034], [-0.225, -0.084, 0.051]],
  "mulliken_charge": [-0.70, -0.51, 0.20, -1.04, -0.17, -0.10, 0.39, 0.42, 0.32, 0.16, 0.46, 0.38, 0.17, 0.25, 0.38, 0.43, 0.32, 0.33, -0.64, 0.30, 0.30, -0.64]
}

4.
{
  "formula": "C5H7Cl",
  "method": "wB97M-V/def2-TZVPD",
  "e_above_lowest_kcal_mol": 62.5,
  "homo_lumo_gap_ev": 10.70,
  "smiles": "C=CCC(=C)Cl",
  "charge": 0,
  "homo_ev": -9.75,
  "elements": ["C", "C", "C", "C", "C", "Cl", "H", "H", "H", "H", "H", "H", "H"],
  "positions_angstrom": [[2.81183, -0.03233, -0.42506], [1.73021, -0.63485, 0.07342], [0.72145, 0.15965, 0.82137], [-0.59202, 0.56378, 0.18131], [-1.02481, 1.66262, -0.33825], [-1.68416, -0.82108, -0.11121], [3.19269, 0.70502, 0.02600], [3.20235, -0.58494, -1.36038], [1.21949, -1.46077, -0.52059], [1.35027, 0.99391, 0.90073], [0.33561, -0.21459, 1.73867], [-0.36556, 2.46561, -0.18754], [-2.18402, 1.74096, -0.58313]],
  "forces_ev_per_angstrom": [[-2.812, -8.226, -4.504], [-2.517, -1.082, -3.103], [-0.601, 0.423, 0.124], [0.523, -3.213, -1.153], [-3.278, 1.127, 0.132], [0.304, -0.220, 0.539], [3.192, 5.988, 2.808], [0.198, 1.371, 1.874], [1.253, 0.515, 0.869], [-0.097, 2.164, 1.328], [0.498, -0.579, 1.267], [0.341, 1.565, -0.288], [2.997, 0.168, 0.106]],
  "mulliken_charge": [-0.74, -0.02, -0.69, 0.38, -0.64, -0.25, 0.47, 0.18, 0.20, 0.26, 0.34, 0.29, 0.22]
}